Density functional theory data (ωB97M-V/def2-TZVPD) for an isolated molecule of C5H8N2.

```
15
Properties=species:S:1:pos:R:3:forces:R:3:mulliken_charge:R:1
C -2.473480 -0.238656 0.115392 -0.130 -0.018 0.056 -1.2009
C -1.036192 0.186215 0.086142 -0.138 0.264 -0.025 0.9393
C -0.671267 1.474949 -0.173067 -0.184 -0.429 0.291 -1.2645
N 0.903592 1.231371 -0.315988 0.072 0.226 -0.048 -0.0123
C 1.238107 -0.116737 0.069016 -0.376 -0.009 -0.122 0.1862
N 2.589117 -0.458030 0.259861 -0.081 -0.113 -0.117 -0.5425
C 0.071617 -0.745793 0.285631 0.199 0.038 -0.053 -0.5762
H -2.670491 -1.030736 -0.619236 0.032 0.120 0.127 0.2844
H -2.771635 -0.618978 1.099301 0.017 0.027 -0.100 0.2839
H -3.105323 0.618532 -0.134493 0.069 -0.150 0.081 0.3244
H 0.635280 1.373122 -1.307559 0.724 -0.215 -0.186 0.4163
H 1.537932 1.973351 -0.027972 -0.219 -0.119 0.094 0.3279
H 2.661744 -1.361616 0.714736 0.037 0.170 -0.018 0.2492
H 3.117205 -0.492861 -0.607257 -0.055 0.024 0.085 0.2414
H -0.026200 -1.794135 0.555496 0.033 0.183 -0.066 0.3435
```
Forces are in eV/Å.

The multiplicity is 1. The energy relative to the best compared isomer or geometry (same formula, charge and spin) comes out at 3.650 eV. The calculation puts the HOMO-LUMO gap at 8.3 eV. Its maximum force is 0.0151 Eh/bohr. The highest occupied orbital energy is -7.6726 eV.